{"formula": "C26H36N3Si3Y", "method": "ωB97M-V/def2-TZVPD", "total_charge": 2, "homo_ha": -0.51079, "homo_lumo_gap_ev": 7.24, "lumo_ev": -6.66, "species": ["Y", "C", "Si", "C", "C", "C", "Si", "C", "C", "C", "Si", "C", "C", "C", "C", "C", "C", "C", "N", "H", "H", "H", "H", "H", "H", "H", "H", "H", "H", "H", "H", "H", "H", "H", "H", "H", "H", "H", "H", "H", "H", "H", "H", "H", "H", "H", "H", "C", "C", "N", "C", "C", "C", "C", "C", "C", "C", "C", "C", "N", "C", "H", "H", "H", "H", "H", "H", "H", "H"], "positions_angstrom": [[0.337853, 0.466559, -0.088567], [2.751006, 2.601199, 1.665450], [3.396069, 1.731894, 0.097782], [2.714304, 2.683916, -1.411339], [5.265813, 1.850728, 0.052441], [2.688931, -0.038238, 0.108632], [3.291584, -1.161207, -1.321559], [2.050643, -2.592772, -1.477475], [3.132684, -0.225164, -2.955246], [5.047554, -1.760983, -1.050180], [2.867264, -0.895350, 1.793259], [4.508475, -0.628847, 2.668085], [2.499013, -2.747853, 1.822184], [1.445240, -0.266064, 2.927155], [1.556242, -0.311887, 4.311854], [0.459324, -0.038791, 5.113350], [-0.752126, 0.273406, 4.507220], [-0.806156, 0.317329, 3.131629], [0.261508, 0.058061, 2.355019], [2.915239, 3.680002, 1.600499], [3.307580, 2.254988, 2.539104], [1.688751, 2.431442, 1.878200], [2.802506, 3.761496, -1.255554], [1.665078, 2.471763, -1.674921], [3.310604, 2.448735, -2.292274], [5.570953, 2.895116, 0.159727], [5.669465, 1.491668, -0.896098], [5.734229, 1.285669, 0.858959], [1.004844, -2.250552, -1.394570], [2.201433, -3.368276, -0.730059], [2.147739, -3.070045, -2.455114], [2.160690, 0.268933, -3.066238], [3.232309, -0.924002, -3.788826], [3.912743, 0.527280, -3.077823], [5.124334, -2.436240, -0.195262], [5.732746, -0.928836, -0.881545], [5.403034, -2.305049, -1.928677], [5.340996, -0.871963, 2.005386], [4.583714, -1.290529, 3.534142], [4.647555, 0.396959, 3.014622], [3.248298, -3.318697, 1.271529], [1.512580, -2.999432, 1.427269], [2.533974, -3.090560, 2.859033], [2.510343, -0.565283, 4.755682], [0.540444, -0.072268, 6.191950], [-1.638638, 0.480460, 5.089336], [-1.729354, 0.566605, 2.620545], [-4.492567, -0.453324, -0.120435], [-3.099487, -0.486539, -0.125255], [-2.340603, 0.601974, -0.106432], [-2.943056, 1.816669, -0.082683], [-4.344495, 1.944325, -0.100309], [-5.116361, 0.767677, -0.114239], [-4.950911, 3.238500, -0.105396], [-4.191798, 4.352684, -0.067125], [-2.765288, 4.261385, -0.010419], [-1.958800, 5.411509, 0.065771], [-0.596719, 5.277902, 0.133274], [-0.049249, 3.996579, 0.106395], [-0.777085, 2.890015, 0.026709], [-2.129913, 3.006176, -0.024545], [-5.054851, -1.375970, -0.127808], [-2.585902, -1.442470, -0.146973], [-6.196631, 0.840770, -0.116195], [-6.030663, 3.301117, -0.143065], [-4.640092, 5.337523, -0.075283], [-2.424670, 6.388915, 0.070499], [0.055990, 6.136048, 0.204179], [1.022935, 3.868118, 0.150621]], "forces_ev_per_a": [[0.3, 0.9, 1.3], [0.2, 0.0, -0.3], [0.0, -0.5, 0.2], [0.1, -0.2, 0.3], [-0.2, 0.1, 0.0], [-0.9, 0.0, 0.1], [-0.4, 0.4, 0.3], [0.4, 0.1, -0.1], [0.2, -0.2, 0.2], [-0.2, -0.1, -0.2], [0.1, 0.1, -0.4], [-0.3, 0.0, 0.0], [0.1, 0.3, -0.1], [0.3, -0.2, 0.0], [-0.1, 0.1, 0.1], [0.0, 0.0, -0.1], [0.0, 0.0, 0.0], [-0.1, 0.1, 0.0], [-0.1, 0.2, -1.0], [0.0, 0.0, 0.0], [-0.1, -0.1, 0.0], [0.0, 0.1, 0.1], [-0.1, 0.0, 0.0], [0.0, 0.1, -0.1], [-0.1, -0.1, 0.0], [0.0, 0.0, 0.0], [0.0, 0.0, 0.0], [0.0, 0.0, 0.0], [-0.1, 0.0, 0.0], [-0.1, 0.0, 0.0], [-0.1, 0.0, 0.0], [0.0, 0.0, 0.0], [0.0, 0.0, 0.0], [-0.1, 0.0, 0.0], [0.0, 0.0, 0.0], [0.0, 0.0, 0.0], [0.0, 0.0, 0.0], [0.0, 0.0, 0.0], [0.0, 0.0, 0.0], [0.0, 0.0, 0.0], [0.0, 0.0, 0.0], [0.0, 0.0, 0.0], [0.0, 0.0, 0.0], [0.0, 0.0, 0.0], [0.0, 0.0, 0.0], [0.0, 0.0, 0.0], [0.0, 0.0, 0.0], [-0.1, 0.0, 0.0], [0.1, 0.0, 0.0], [0.8, -0.4, 0.0], [-0.2, 0.1, 0.0], [0.2, -0.1, 0.0], [0.1, 0.0, 0.0], [0.0, 0.2, 0.0], [-0.1, -0.1, 0.0], [0.2, -0.2, 0.0], [0.1, 0.0, 0.0], [-0.1, 0.1, 0.0], [0.0, -0.1, 0.0], [0.6, -0.8, -0.1], [-0.1, 0.2, 0.0], [0.0, 0.0, 0.0], [0.0, 0.0, 0.0], [0.0, 0.0, 0.0], [0.0, 0.0, 0.0], [0.0, 0.0, 0.0], [0.0, 0.0, 0.0], [0.0, 0.0, 0.0], [0.0, 0.0, 0.0]]}